(1)
# C19H37AlFO8

C19H37AlFO8 as an isolated structure at a distorted geometry (ωB97M-V with the def2-TZVPD basis set, OMol25).

```
66
Properties=species:S:1:pos:R:3
H 1.32 0.98 -1.88
H -5.26 -2.70 7.13
Al 0.84 -2.96 0.75
C -4.66 -2.47 6.25
H 2.36 -2.52 0.54
H -0.51 -1.37 3.63
O -5.55 -2.04 5.22
C 0.19 -2.57 -2.22
H -0.34 2.42 0.23
H -3.96 -1.67 6.51
H 2.14 -1.55 3.07
H -4.12 -3.37 5.95
H 2.37 5.47 -2.95
H 1.65 -0.07 4.08
C -4.94 -1.72 4.06
C 1.92 4.76 -3.65
F -0.89 -1.62 -2.03
C 1.56 -0.56 3.03
H 2.47 -2.49 -2.49
H 1.49 3.95 -3.08
C 2.21 0.49 2.00
C -0.37 -1.42 1.35
H 3.38 0.30 -0.77
O 0.92 5.46 -4.40
C -0.02 2.40 -0.87
H -4.85 -1.80 1.44
C 0.71 -4.59 2.04
C -1.38 4.78 -6.93
C 0.28 4.70 -5.30
H 2.20 1.54 2.44
H -1.47 -1.73 1.34
C 3.91 0.84 0.08
H 1.51 -1.05 -3.27
H -0.79 -4.23 -1.03
H -0.73 4.41 -7.72
H -2.08 5.50 -7.36
H -0.35 -4.61 2.50
H -1.95 3.96 -6.48
C 1.58 -1.77 -2.38
H 4.49 0.37 2.24
H -0.49 0.27 2.80
H -6.21 -0.67 1.28
H -4.69 -0.10 2.00
H 1.56 0.48 1.06
O -3.75 -1.76 3.86
H 0.99 -4.50 -1.44
C 1.29 1.92 -1.22
O -5.88 -1.33 3.19
H -0.79 2.73 -1.63
H 1.74 -1.14 -1.43
O -0.63 5.47 -5.93
C 0.00 -0.78 2.78
H -0.27 -0.58 0.57
H 5.04 0.78 -0.12
H 0.90 -5.53 1.42
O 0.49 3.53 -5.52
H 3.72 -1.08 1.28
C 2.59 2.66 -0.70
C -5.36 -0.96 1.91
H 1.52 -4.46 2.84
O 3.47 2.20 0.31
C 0.24 -3.71 -1.10
O 2.85 3.78 -1.21
H 2.71 4.40 -4.32
H -0.03 -3.10 -3.22
C 3.69 0.05 1.49
```

Values from the calculation:
Kohn-Sham gap = 6.7 eV
Multiplicity = 1
Total charge = -1
Highest occupied orbital energy = -4.71 eV
E_LUMO = 2.04 eV

---

(2)
# C49H55ClN3O3PRu

C49H55ClN3O3PRu as an isolated structure at a distorted geometry (ωB97M-V with the def2-TZVPD basis set, OMol25).

```
113
Properties=species:S:1:pos:R:3
N -3.98 -0.11 0.89
H 2.47 -1.53 4.46
C 4.42 2.30 -0.91
C 6.62 -0.75 2.72
C -3.95 0.24 -3.67
H -2.79 -0.71 4.92
C -3.72 -1.05 -3.21
Cl -0.79 -3.76 0.88
C -0.75 -0.50 4.18
H -5.57 -2.10 1.42
H -3.23 2.05 3.04
C 4.68 -2.08 1.26
H -4.17 2.45 1.61
H 3.34 -1.11 -1.18
C -3.00 -1.29 -2.03
H 2.52 -1.93 -3.06
H -4.09 -1.90 -3.78
H -3.34 -3.41 -2.12
C -0.86 -0.61 2.78
C -1.72 -2.85 -5.78
H -1.70 -2.93 -1.62
C 5.56 -2.80 2.06
H 3.83 2.84 -0.18
C -4.24 2.18 2.67
H 1.04 2.96 -1.05
C -0.96 3.07 1.74
H 6.24 2.79 -3.73
H 0.57 -0.73 5.85
P 0.63 -0.43 -2.59
H 5.79 1.05 1.89
H 3.91 -2.60 0.71
H -1.37 3.79 2.46
H 2.22 -1.65 2.02
H -4.70 3.01 3.21
C 0.63 1.27 -3.29
H 0.65 5.35 1.80
H 6.61 0.35 -3.42
C 0.47 -2.84 -0.10
H -4.36 -0.29 -0.02
C 5.79 2.27 -2.89
H -0.31 1.80 -0.46
H -2.37 1.93 -1.19
C -3.45 1.32 -2.95
H 0.19 -3.20 -3.00
C 5.03 2.96 -1.97
C 5.74 -0.03 1.92
C 5.99 0.90 -2.73
H -1.63 -0.07 6.09
H 2.20 -0.82 -4.40
C -1.78 -1.47 -5.82
Ru 0.34 -0.72 -0.09
H 0.76 1.24 -4.38
H 0.45 -3.33 -1.07
H -0.97 4.50 0.14
C -6.71 -1.32 3.07
C -5.07 0.93 2.83
H -0.26 2.40 2.25
C 3.81 0.11 0.29
C -0.36 -2.71 -3.80
H -7.66 -0.27 4.68
O 3.56 1.83 1.93
H -0.28 1.80 -3.04
C -0.39 -1.32 -3.84
C 1.53 -1.26 3.99
C -5.72 -1.27 2.10
C -6.88 -0.25 3.93
C 2.93 1.08 1.16
H -1.21 0.37 -4.88
H -2.90 -0.34 2.95
H -0.98 -4.56 -4.72
C 0.95 4.58 1.08
C 4.77 -0.69 1.17
O 1.70 1.01 0.94
C 1.37 -1.33 2.62
H -1.79 2.45 1.36
C -6.06 0.86 3.81
H 1.67 3.91 1.56
H 5.56 -0.82 -1.53
C 0.46 -0.82 4.77
H -2.32 -0.97 -6.61
H 3.03 -0.22 -2.96
H -3.62 2.34 -3.30
C -1.91 -0.05 5.03
C 2.26 -0.90 -3.32
C -2.75 1.10 -1.77
C -4.90 -0.16 1.98
C 6.54 -2.14 2.80
C -1.02 -3.48 -4.76
H -2.21 -3.44 -6.55
H 1.42 -3.09 0.39
H 4.91 4.04 -2.07
H -7.35 -2.19 3.15
C -2.52 -0.20 -1.30
C 0.15 2.79 -0.45
H 7.22 -2.69 3.43
C -1.13 -0.71 -4.84
H -6.21 1.70 4.48
O 2.90 -0.75 -0.41
H 7.37 -0.22 3.30
H -4.51 0.40 -4.59
C 0.18 -0.98 1.96
H -2.23 0.97 4.79
N -1.85 -0.37 -0.06
N -2.16 -0.35 2.27
H 5.48 -3.88 2.12
C -2.76 -2.68 -1.54
H -3.01 -2.79 -0.48
C -0.26 3.78 0.59
C 5.39 0.24 -1.67
H 1.48 1.80 -2.86
C -2.60 -0.29 1.00
H 1.45 5.08 0.24
C 4.58 0.92 -0.76
```

Values from the calculation:
Kohn-Sham gap (alpha / beta) = 6.2 / 6.2 eV
Multiplicity = 2
ΔE to the lowest compared entry with this formula, charge and spin = 87.1 kJ/mol
Total charge = -1
Highest occupied orbital energy (alpha / beta) = -3.78 / -3.77 eV
E_LUMO (alpha / beta) = 2.44 / 2.44 eV

---

(3)
# C4H7NO

One molecule with the formula C4H7NO at a distorted geometry (ωB97M-V with the def2-TZVPD basis set, OMol25).

```
13
Properties=species:S:1:pos:R:3
C -1.68 -0.38 -0.20
O 1.06 -0.48 1.11
H -0.46 0.87 -1.59
H 1.97 1.31 0.46
C -0.49 0.41 -0.60
H -1.56 -1.27 0.43
C 0.72 -0.40 -0.27
H 3.00 -0.17 0.24
H -2.52 -0.43 -0.87
H -0.83 0.64 1.30
C 1.98 0.22 0.28
N -1.33 0.90 0.45
H 0.15 -1.23 -0.73
```

Values from the calculation:
Kohn-Sham gap = 10.4 eV
Multiplicity = 1
ΔE to the lowest compared entry with this formula, charge and spin = 442.3 kJ/mol
Highest occupied orbital energy = -9.26 eV
SMILES = C1N[C@H]1[C@H]1CO1
E_LUMO = 1.16 eV

---

(4)
# C4H5Cl3

One molecule with the formula C4H5Cl3 at a distorted geometry (ωB97M-V with the def2-TZVPD basis set, OMol25).

```
12
Properties=species:S:1:pos:R:3
C -2.42 -0.46 -0.24
C -1.58 0.68 -0.57
C 0.62 -0.17 0.39
Cl -2.14 -1.97 -1.11
Cl -2.51 2.35 -0.48
H 0.95 0.13 -0.57
H 0.83 -1.24 0.59
H -0.88 0.66 1.58
H -1.23 0.75 -1.65
C -0.66 0.38 0.62
Cl -3.59 -0.57 1.00
H 1.22 0.35 1.13
```

Values from the calculation:
Kohn-Sham gap = 8.2 eV
Multiplicity = 1
ΔE to the lowest compared entry with this formula, charge and spin = 263.5 kJ/mol
Highest occupied orbital energy = -8.10 eV
E_LUMO = 0.13 eV

---

(5)
# C3H7N3O

One molecule with the formula C3H7N3O (ωB97M-V with the def2-TZVPD basis set, OMol25).

```
14
Properties=species:S:1:pos:R:3
H 1.94 1.40 -1.46
H -1.13 1.74 -0.44
N 0.14 -2.17 0.18
H -2.58 1.16 0.32
C 1.62 1.11 -0.46
H 2.47 1.32 0.21
C -1.18 -0.23 0.35
C 0.25 -0.82 0.00
H 1.00 -2.66 0.41
N -1.61 1.02 0.06
N 1.35 -0.30 -0.38
H 0.79 1.76 -0.15
H -0.69 -2.42 0.70
O -1.96 -1.00 0.90
```

Values from the calculation:
Kohn-Sham gap = 9.8 eV
Multiplicity = 1
ΔE to the lowest compared entry with this formula, charge and spin = 68.3 kJ/mol
Highest occupied orbital energy = -8.95 eV
SMILES = C/N=C(/N)C(N)=O
E_LUMO = 0.90 eV

---

(6)
# C6H10N2

One molecule with the formula C6H10N2 at a distorted geometry (ωB97M-V with the def2-TZVPD basis set, OMol25).

```
18
Properties=species:S:1:pos:R:3
H 1.43 -1.54 1.32
H -0.08 1.84 -0.51
C 1.71 -0.03 -1.46
C -1.95 -1.01 0.53
H -0.50 0.38 -1.37
H 2.30 -0.82 -1.91
N 0.96 -0.62 1.35
C -0.40 0.78 -0.36
C -1.58 0.47 0.46
C 0.94 0.03 0.15
H -1.01 -1.56 0.53
H -1.32 0.67 1.51
H 3.12 0.80 0.21
H -2.62 -1.28 1.40
N 1.96 1.30 -1.62
H -2.51 1.04 0.35
H -2.59 -1.27 -0.34
C 2.12 0.81 -0.22
```

Values from the calculation:
Kohn-Sham gap = 5.7 eV
Multiplicity = 1
ΔE to the lowest compared entry with this formula, charge and spin = 708.0 kJ/mol
Highest occupied orbital energy = -7.40 eV
E_LUMO = -1.68 eV

---

(7)
# C13H52NO12

A 12-piece molecular cluster, C13H52NO12 overall at a distorted geometry (ωB97M-V with the def2-TZVPD basis set, OMol25).

```
78
Properties=species:S:1:pos:R:3
O 2.34 -4.08 0.68
H 2.63 -1.43 -1.10
H 4.12 0.30 -1.34
H -1.04 2.12 1.90
H 3.51 -3.74 -0.98
H -0.43 -4.69 -2.79
H -0.39 -2.03 -0.30
C 1.20 7.02 0.19
N -3.42 -1.04 0.13
H -4.59 2.13 0.66
C -4.65 0.25 -4.31
O -4.29 0.59 -2.98
H -2.32 4.01 1.74
C -0.22 -0.91 0.09
C -0.66 -5.18 -0.93
C 6.31 -8.03 -0.10
C -2.42 0.11 0.40
H 4.39 -4.03 0.56
H -0.86 4.07 0.71
H -0.16 -0.23 -0.87
O -0.35 4.69 5.08
H 0.90 7.92 -0.35
H -3.84 5.58 2.10
H -2.18 0.63 -0.62
H -2.47 6.52 2.75
H -5.43 -0.51 -4.29
H 2.31 -3.13 0.87
H -1.42 -5.93 -1.14
H 3.19 1.17 -0.10
H -4.92 2.30 -1.60
O 4.01 -4.98 -3.00
H -3.35 2.97 -1.07
H 0.33 -5.65 -0.86
C 3.53 -4.32 -0.05
H -4.13 7.20 2.77
H 2.42 0.78 -1.66
H 5.73 -6.02 -2.61
O -1.26 -0.51 1.06
C -4.43 3.09 -1.02
H 6.79 -8.47 0.78
H -2.90 -1.71 -0.48
H 5.56 -8.71 -0.51
H 5.83 -7.09 0.19
H 3.59 -5.38 -0.28
C -1.23 4.04 1.74
C -3.42 6.58 2.21
H 3.17 -5.14 -3.46
O -0.65 -4.22 -1.97
H -5.02 1.14 -4.82
O -4.85 3.01 0.33
H 4.95 -6.39 -4.17
H 0.63 3.26 6.19
O 2.67 -0.79 -0.36
H 2.23 7.14 0.54
H -4.28 -0.72 -0.37
O -0.72 2.90 2.39
H 7.70 -8.61 -1.32
H -0.13 4.22 4.25
H -3.77 -0.13 -4.84
H -2.85 8.03 1.06
O -3.21 7.14 0.93
H -0.55 6.74 0.98
O 7.29 -7.76 -1.09
C 3.13 0.44 -0.90
H -0.59 4.23 7.06
H -3.96 -0.22 -2.56
H -2.85 0.90 1.16
H 4.24 -6.99 -2.64
H -4.71 4.07 -1.42
H -1.12 2.97 5.91
C -0.36 3.73 6.12
H 0.82 -0.79 0.65
C 4.78 -6.17 -3.11
H 1.13 6.15 -0.46
O 0.36 6.84 1.31
H -3.62 -1.53 1.05
H -0.89 -4.68 0.01
H -0.89 4.94 2.26
```

Values from the calculation:
Kohn-Sham gap = 7.6 eV
Multiplicity = 1
ΔE to the lowest compared entry with this formula, charge and spin = 197.3 kJ/mol
Total charge = +1
Highest occupied orbital energy = -11.51 eV
E_LUMO = -3.87 eV

---

(8)
# CH2NOP

A 2-piece molecular cluster, CH2NOP overall (ωB97M-V with the def2-TZVPD basis set, OMol25).

```
6
Properties=species:S:1:pos:R:3
O -2.73 -0.41 0.14
C -2.36 0.62 -0.16
H 1.88 -1.38 -0.26
P 2.25 -0.01 0.09
H 0.02 0.39 0.00
N 0.93 0.79 0.19
```

Values from the calculation:
Kohn-Sham gap = 9.4 eV
Multiplicity = 1
ΔE to the lowest compared entry with this formula, charge and spin = 131.9 kJ/mol
Highest occupied orbital energy = -9.74 eV
E_LUMO = -0.32 eV

---

(9)
# C24H28F10N9O4V

C24H28F10N9O4V as an isolated structure at a distorted geometry (ωB97M-V with the def2-TZVPD basis set, OMol25).

```
76
Properties=species:S:1:pos:R:3
N 0.72 -0.48 2.96
C 1.38 -4.49 -0.13
H 3.97 0.36 2.74
C 1.15 -2.82 2.24
O -1.45 -0.45 0.94
H -3.53 4.60 -1.92
H 2.15 -0.02 4.45
C 6.26 -0.11 -0.23
H -5.81 3.91 -1.96
N 0.68 -2.36 0.94
H -0.49 0.56 -0.71
F 2.13 -6.45 -1.18
C -4.54 1.57 0.37
N 2.84 -0.50 1.17
F 5.72 -0.68 1.94
H 1.98 1.45 -1.77
C -2.65 -0.04 0.99
H -2.93 0.89 -0.95
H 1.05 -2.10 4.29
C 5.99 0.01 -1.58
H -2.24 3.10 -0.13
H -1.90 4.23 -2.49
H 1.89 1.20 3.16
N -2.11 2.24 0.39
C -0.37 0.31 3.55
H -5.19 0.76 0.03
O 1.23 1.93 0.83
C -0.10 -3.05 -1.26
N -2.57 2.20 -3.80
H 2.24 -2.86 2.26
H 0.78 -3.83 2.46
H -4.33 3.68 0.00
C 4.72 -0.34 -1.99
F 6.93 0.43 -2.45
C -5.07 2.90 -0.20
H -1.33 -0.09 3.22
C 3.18 -0.37 2.59
C 0.58 -1.89 3.32
F 2.15 -4.88 0.92
H 3.54 -1.33 2.99
F -0.95 -2.01 -1.34
F -0.86 -3.59 -3.41
N -2.94 4.09 -2.56
O 0.97 3.73 -0.51
F 4.43 -0.39 -3.31
N 1.03 1.64 -1.46
H -0.28 1.34 3.22
H -4.71 1.46 -2.97
V 0.80 -0.39 0.87
C 0.67 -5.04 -2.36
C 3.74 -0.66 -1.08
H -2.12 2.46 1.38
C -3.07 1.20 0.09
C 5.27 -0.42 0.68
C 1.39 -5.33 -1.22
F 0.70 -5.86 -3.43
C -0.09 -3.89 -2.35
H -6.37 2.25 -1.77
C 0.67 -3.25 -0.07
H -0.49 -2.10 3.38
C 1.98 0.13 3.37
C -3.36 2.90 -2.98
H -5.98 3.18 0.34
O -3.54 -0.50 1.71
C 1.09 2.51 -0.25
F 7.52 0.06 0.20
C -5.50 2.90 -1.68
C 3.88 -0.53 0.34
H -1.52 2.32 -3.64
H -0.33 0.27 4.65
N -4.58 2.42 -2.70
N 0.44 0.37 -1.08
H -2.86 1.27 -4.04
H -4.63 1.60 1.46
H 0.34 -0.20 -1.92
F 2.59 -1.16 -1.57
```

Values from the calculation:
Kohn-Sham gap (alpha / beta) = 5.0 / 2.2 eV
Multiplicity = 2
ΔE to the lowest compared entry with this formula, charge and spin = 353.1 kJ/mol
Total charge = -1
Highest occupied orbital energy (alpha / beta) = -3.54 / -0.80 eV
E_LUMO (alpha / beta) = 1.45 / 1.42 eV

---

(10)
# C7H14Si

One molecule with the formula C7H14Si at a distorted geometry (ωB97M-V with the def2-TZVPD basis set, OMol25).

```
22
Properties=species:S:1:pos:R:3
H 0.27 0.26 -2.72
H 0.39 -0.52 1.81
C -0.10 -1.53 0.05
C -0.75 -0.16 -2.64
C 0.05 3.74 1.25
Si -1.00 -0.10 -0.62
H 1.63 -0.61 -0.08
C -0.14 -1.43 1.61
H 0.90 3.77 1.97
C 1.38 -1.59 -0.29
H 0.17 4.42 0.36
H 1.99 -2.19 0.42
H 1.61 -1.89 -1.37
H 0.35 -2.27 1.98
H -0.72 -1.21 -2.96
H -1.08 -1.38 2.04
H -1.52 0.48 -3.26
H -0.73 -2.41 -0.35
H -0.88 3.77 1.76
C -0.22 1.42 0.05
H -2.43 -0.08 0.02
C -0.01 2.41 0.70
```

Values from the calculation:
Kohn-Sham gap = 10.4 eV
Multiplicity = 1
ΔE to the lowest compared entry with this formula, charge and spin = 66.7 kJ/mol
Highest occupied orbital energy = -9.48 eV
SMILES = CC#C[Si@@H](C)C(C)C
E_LUMO = 0.89 eV

---

(11)
# CH2N2S4

A 2-piece molecular cluster, CH2N2S4 overall at a distorted geometry (ωB97M-V with the def2-TZVPD basis set, OMol25).

```
9
Properties=species:S:1:pos:R:3
S -2.18 1.14 1.37
C 0.73 -0.91 0.47
N -2.07 0.65 -0.08
S 0.60 -1.27 -1.18
S 2.26 1.55 0.03
H 0.36 -1.69 1.06
H 0.87 -0.11 -1.75
S 1.39 0.39 1.22
N -1.96 0.26 -1.14
```

Values from the calculation:
Kohn-Sham gap (alpha / beta) = 7.5 / 7.5 eV
Multiplicity = 1
ΔE to the lowest compared entry with this formula, charge and spin = 37.0 kJ/mol
Highest occupied orbital energy (alpha / beta) = -8.23 / -8.23 eV
E_LUMO (alpha / beta) = -0.75 / -0.75 eV

---

(12)
# C3H5N3OS

One molecule with the formula C3H5N3OS at a distorted geometry (ωB97M-V with the def2-TZVPD basis set, OMol25).

```
13
Properties=species:S:1:pos:R:3
N 0.25 -0.77 0.84
H 0.95 -1.14 2.75
N 0.66 -0.30 2.16
N -1.93 1.11 -1.01
H -2.68 0.59 -0.31
C 1.12 -0.59 -0.20
S 2.84 -0.53 -0.25
H 0.85 0.69 -2.22
C -0.79 0.16 -0.82
H 1.50 0.19 2.07
O -1.03 -0.41 0.41
C 0.45 -0.04 -1.42
H -2.18 1.05 -2.01
```

Values from the calculation:
Kohn-Sham gap = 8.5 eV
Multiplicity = 1
ΔE to the lowest compared entry with this formula, charge and spin = 481.3 kJ/mol
Highest occupied orbital energy = -8.33 eV
SMILES = Nc1cc(=S)n(N)o1
E_LUMO = 0.19 eV